#one
Here is one molecule with the formula C5H11NO2 from the Open Molecules 2025 dataset. Energies are from ωB97M-V/def2-TZVPD.

ORCA input file:
```
! RIJCOSX wB97M-V def2-TZVPD def2/J DEFGRID3
* xyz 0 1
O -3.14 -0.85 0.36
C -2.25 -0.07 0.58
O -2.32 0.66 1.74
C -1.02 0.24 -0.23
C 0.26 -0.16 0.46
C 1.49 0.68 0.01
C 2.75 -0.12 -0.20
N -0.97 -0.42 -1.60
H -3.21 0.34 2.06
H -1.19 1.31 -0.61
H 0.15 -0.14 1.54
H 0.42 -1.22 0.25
H 1.07 1.13 -0.87
H 1.57 1.42 0.81
H 2.46 -1.14 -0.03
H 3.53 0.23 0.45
H 3.03 -0.03 -1.24
H -1.94 -0.45 -1.93
H -0.69 -1.40 -1.56
*
```

Computed properties:
Gap between HOMO and LUMO = 10.8 eV
HOMO = -9.961 eV
Structure (SMILES) = CCC[C@@H](N)C(=O)O

#two
Here is one molecule with the formula C5H11NO2 from the Open Molecules 2025 dataset. Energies are from ωB97M-V/def2-TZVPD.

ORCA input file:
```
! RIJCOSX wB97M-V def2-TZVPD def2/J DEFGRID3
* xyz 0 1
C 0.56 0.12 -0.88
C 2.46 0.69 0.71
C -2.16 -0.70 -0.82
N 1.98 0.43 -0.65
C -1.36 -0.53 0.44
C -1.88 -0.62 1.66
O 0.00 -0.34 0.34
O 0.07 1.33 -1.29
H 0.88 1.88 -0.83
H 0.44 -0.62 -1.68
H 2.53 -0.32 -1.06
H 3.51 0.94 0.65
H 1.90 1.54 1.10
H 2.33 -0.17 1.37
H -1.80 -1.57 -1.38
H -3.21 -0.85 -0.57
H -2.07 0.18 -1.45
H -2.92 -0.85 1.81
H -1.26 -0.53 2.54
*
```

Computed properties:
Gap between HOMO and LUMO = 9.6 eV
HOMO = -8.740 eV
Structure (SMILES) = C=C(C)O[C@@H](O)NC

#three
Here is one molecule with the formula C5H11NO2 from the Open Molecules 2025 dataset. Energies are from ωB97M-V/def2-TZVPD.

ORCA input file:
```
! RIJCOSX wB97M-V def2-TZVPD def2/J DEFGRID3
* xyz 0 1
C -0.12 -0.28 -0.30
C 0.22 -0.90 1.00
C -0.30 1.18 -0.32
C -0.86 1.52 -1.71
C 1.11 1.79 0.02
H -1.69 -1.81 -0.34
H -0.94 -1.34 -1.66
H 0.74 -0.81 -0.85
H -1.06 1.41 0.39
H -0.22 1.08 -2.48
H -1.85 1.07 -1.81
H -0.92 2.63 -1.91
H 1.88 1.17 -0.47
H 1.30 2.00 1.09
H 1.27 2.79 -0.66
H 1.56 -2.17 1.47
N -1.28 -1.02 -0.88
O -0.02 -0.43 2.06
O 1.08 -1.92 0.60
*
```

Computed properties:
Gap between HOMO and LUMO = 10.1 eV
HOMO = -9.487 eV
Structure (SMILES) = CC(C)[C@H](N)C(=O)O

Which structure is most stable, and how do the rest compare? From most to least stable: #one, #three, #two.

#one
Here is a 3-piece molecular cluster, C5H11NO2 overall from the Open Molecules 2025 dataset. Energies are from ωB97M-V/def2-TZVPD.

ORCA input file:
```
! RIJCOSX wB97M-V def2-TZVPD def2/J DEFGRID3
* xyz 0 1
C -0.58 0.96 -0.06
C 1.16 -2.40 0.49
C -0.20 2.40 0.09
C 0.29 -0.03 0.46
C 0.14 -1.37 0.08
N -1.93 0.70 -0.03
O 1.39 0.42 1.19
O -0.73 -1.68 -0.81
H 2.12 -0.19 1.06
H -0.53 -0.51 -1.94
H -0.37 0.33 -2.07
H -2.53 1.36 -0.51
H -2.16 -0.27 -0.19
H 2.08 -2.28 -0.09
H 0.76 -3.39 0.31
H 1.41 -2.31 1.55
H -0.36 2.72 1.12
H 0.85 2.53 -0.12
H -0.83 3.03 -0.54
*
```

Computed properties:
Gap between HOMO and LUMO = 8.4 eV
HOMO = -7.899 eV

#two
Here is one molecule with the formula C5H11NO2 from the Open Molecules 2025 dataset. Energies are from ωB97M-V/def2-TZVPD.

ORCA input file:
```
! RIJCOSX wB97M-V def2-TZVPD def2/J DEFGRID3
* xyz 0 1
C 1.77 -0.77 0.44
C 1.15 1.89 -0.08
C -1.22 -1.28 0.58
C 0.59 0.54 0.10
C -0.55 0.00 0.29
N -2.68 0.96 -0.95
O -1.62 1.27 -0.10
O 1.61 -1.89 -0.37
H 2.42 -2.08 -0.87
H -2.31 0.62 -1.84
H -3.26 0.22 -0.55
H 2.71 -0.24 0.27
H 1.69 -1.05 1.50
H 1.80 1.92 -0.96
H 1.74 2.19 0.79
H 0.34 2.60 -0.21
H -1.18 -1.97 -0.27
H -0.74 -1.77 1.43
H -2.28 -1.14 0.80
*
```

Computed properties:
Gap between HOMO and LUMO = 9.1 eV
HOMO = -8.380 eV
Structure (SMILES) = C/C(CO)=C(/C)ON

Which structure is most stable, and how do the rest compare? From most to least stable: #one, #two.

#one
Here is one molecule with the formula C6H10O from the Open Molecules 2025 dataset. Energies are from ωB97M-V/def2-TZVPD.

ORCA input file:
```
! RIJCOSX wB97M-V def2-TZVPD def2/J DEFGRID3
* xyz 0 1
C 1.27 1.40 -0.30
C 0.45 0.23 0.24
O 0.93 -0.14 1.53
C 0.55 -1.05 -0.61
C -0.83 -1.66 -0.49
C -1.71 -0.80 0.02
C -1.07 0.53 0.31
H 1.16 2.29 0.33
H 0.97 1.66 -1.32
H 2.34 1.13 -0.32
H 0.68 0.55 2.15
H 0.79 -0.82 -1.65
H 1.35 -1.69 -0.21
H -1.05 -2.68 -0.80
H -2.76 -1.00 0.18
H -1.35 0.94 1.30
H -1.37 1.28 -0.43
*
```

Computed properties:
Gap between HOMO and LUMO = 10.2 eV
HOMO = -9.229 eV
Structure (SMILES) = CC1(O)CC=CC1

#two
Here is one molecule with the formula C6H10O from the Open Molecules 2025 dataset. Energies are from ωB97M-V/def2-TZVPD.

ORCA input file:
```
! RIJCOSX wB97M-V def2-TZVPD def2/J DEFGRID3
* xyz 0 1
C 0.56 -1.19 -1.48
C -0.60 -0.70 -0.61
O -0.46 -1.35 0.66
C -0.24 -0.41 1.70
C -0.20 0.98 1.09
C 0.69 1.42 -0.04
C -0.64 0.80 -0.34
H 0.46 -2.26 -1.67
H 1.50 -1.06 -0.93
H 0.63 -0.65 -2.42
H -1.55 -1.02 -1.06
H -1.11 -0.42 2.38
H 0.64 -0.71 2.28
H -0.60 1.78 1.70
H 1.59 0.90 -0.35
H 0.76 2.50 -0.16
H -1.46 1.38 -0.75
*
```

Computed properties:
Gap between HOMO and LUMO = 10.5 eV
HOMO = -9.434 eV
Structure (SMILES) = C[C@H]1OC[C@H]2C[C@H]21

Which structure is most stable, and how do the rest compare? From most to least stable: #one, #two.